Record 1
Below is a molecular structure, C36H29BCrF6O5S in a non-equilibrium geometry, with properties calculated with ωB97M-V/def2-TZVPD.

```
! wB97M-V def2-TZVPD RIJCOSX def2/J DEFGRID3
* xyz 3 4
C 0.381 2.930 -6.323
C -0.283 2.244 -5.199
C -1.237 2.743 -4.325
C -1.674 1.773 -3.387
C -0.944 0.579 -3.456
B 0.882 0.312 -0.271
C -1.131 -0.646 -2.765
C -0.525 -1.819 -3.296
C -1.345 -2.896 -3.507
C -0.716 -4.028 -4.276
F -1.633 -4.765 -4.951
F 0.201 -3.572 -5.198
F -0.026 -4.887 -3.440
C -2.651 -2.898 -2.988
C -3.085 -1.821 -2.210
C -4.472 -1.681 -1.651
F -4.447 -1.406 -0.301
F -5.127 -0.631 -2.261
F -5.236 -2.783 -1.834
C -2.279 -0.738 -1.955
O 1.748 0.391 -1.352
C 2.624 1.511 -1.244
C 1.964 2.760 -0.590
C 2.715 3.003 0.715
C 2.074 3.864 -1.633
C 0.454 2.653 -0.185
O -0.053 1.301 -0.105
S 0.230 0.674 -4.723
H -0.189 3.801 -6.660
H 1.384 3.256 -6.007
H 0.482 2.244 -7.175
H -1.615 3.759 -4.384
H -2.523 1.880 -2.719
H 0.512 -1.816 -3.649
H -3.304 -3.731 -3.189
H -2.617 0.116 -1.359
H 3.525 1.225 -0.670
H 2.961 1.748 -2.260
H 2.400 3.948 1.182
H 2.485 2.167 1.402
H 3.798 3.033 0.531
H 1.669 4.824 -1.285
H 3.118 4.006 -1.940
H 1.504 3.534 -2.520
H 0.296 3.112 0.811
H -0.201 3.183 -0.900
O -0.983 -1.584 7.637
C -0.453 -0.822 6.932
Cr 0.693 0.242 5.843
C 1.078 -1.422 5.006
O 1.299 -2.512 4.659
C 2.017 -0.296 7.107
O 2.715 -0.784 7.902
C 0.387 2.341 6.450
C -0.772 1.819 5.871
C -0.722 1.198 4.608
C 0.493 1.111 3.875
C 0.629 0.332 2.633
C 0.827 -0.437 1.700
C 0.866 -1.082 0.364
C 0.030 -2.324 0.199
C 0.503 -3.347 -0.639
C 0.111 -4.663 -0.437
C -0.831 -4.954 0.550
C -1.415 -3.925 1.290
C -1.023 -2.602 1.073
C 1.661 1.586 4.527
C 1.606 2.209 5.780
H 0.352 2.816 7.430
H -1.718 1.867 6.414
H -1.620 0.725 4.196
H 1.901 -1.442 0.197
H 1.261 -3.098 -1.380
H 0.558 -5.458 -1.033
H -1.104 -5.989 0.741
H -2.158 -4.140 2.063
H -1.434 -1.787 1.672
H 2.622 1.408 4.033
H 2.533 2.559 6.236
*
```

Computed properties:
highest occupied orbital energy (spin up / spin down) = -15.545 / -15.697 eV
energy relative to the best compared isomer or geometry (same formula, charge and spin) = 0.000 eV
HOMO-LUMO gap (spin up / spin down) = 5.95 / 3.53 eV

Per-atom Löwdin charges, elementary charge units: atom 1 (C): -0.0537, atom 2 (C): -0.4971, atom 3 (C): -0.0435, atom 4 (C): -0.0171, atom 5 (C): -0.4079, atom 6 (B): -0.7054, atom 7 (C): -0.1894, atom 8 (C): 0.0320, atom 9 (C): -0.0633, atom 10 (C): -0.4831, atom 11 (F): 0.1606, atom 12 (F): 0.1276, atom 13 (F): 0.1210, atom 14 (C): 0.1478, atom 15 (C): -0.0631, atom 16 (C): -0.5006, atom 17 (F): 0.1203, atom 18 (F): 0.1320, atom 19 (F): 0.1590, atom 20 (C): 0.0762, atom 21 (O): 0.0907, atom 22 (C): -0.0962, atom 23 (C): -0.4821, atom 24 (C): -0.0377, atom 25 (C): -0.0309, atom 26 (C): -0.0694, atom 27 (O): 0.0944, atom 28 (S): 1.1970, atom 29 (H): 0.1065, atom 30 (H): 0.1120, atom 31 (H): 0.1050, atom 32 (H): 0.1395, atom 33 (H): 0.1349, atom 34 (H): 0.1399, atom 35 (H): 0.1520, atom 36 (H): 0.1530, atom 37 (H): 0.1412, atom 38 (H): 0.1351, atom 39 (H): 0.1007, atom 40 (H): 0.0753, atom 41 (H): 0.1033, atom 42 (H): 0.1039, atom 43 (H): 0.1052, atom 44 (H): 0.0895, atom 45 (H): 0.1337, atom 46 (H): 0.1326, atom 47 (O): 0.2775, atom 48 (C): -0.0008, atom 49 (Cr): 0.4253, atom 50 (C): -0.0228, atom 51 (O): 0.2634, atom 52 (C): 0.0211, atom 53 (O): 0.2908, atom 54 (C): -0.0348, atom 55 (C): -0.0578, atom 56 (C): -0.0455, atom 57 (C): -0.2237, atom 58 (C): 0.0861, atom 59 (C): 0.1046, atom 60 (C): -0.0562, atom 61 (C): -0.1903, atom 62 (C): -0.0393, atom 63 (C): -0.0519, atom 64 (C): -0.0494, atom 65 (C): -0.0566, atom 66 (C): -0.0448, atom 67 (C): -0.0540, atom 68 (C): -0.0517, atom 69 (H): 0.1700, atom 70 (H): 0.1701, atom 71 (H): 0.1723, atom 72 (H): 0.1824, atom 73 (H): 0.1285, atom 74 (H): 0.1186, atom 75 (H): 0.1195, atom 76 (H): 0.1155, atom 77 (H): 0.1130, atom 78 (H): 0.1696, atom 79 (H): 0.1701



Record 2
Below is a molecular structure, C43H38CrN4O4P2S3 in a non-equilibrium geometry, with properties calculated with ωB97M-V/def2-TZVPD.

```
! wB97M-V def2-TZVPD RIJCOSX def2/J DEFGRID3
* xyz -1 4
Cr -1.451 0.368 -1.038
C 1.129 0.375 2.852
N 1.586 -0.455 1.703
P 2.971 -0.027 0.792
C 4.244 0.041 2.175
C 4.619 -1.144 2.804
C 5.508 -1.146 3.867
C 6.076 0.030 4.322
C 5.695 1.200 3.697
C 4.815 1.210 2.636
C 2.901 1.748 0.395
C 4.071 2.252 -0.197
C 4.236 3.612 -0.453
C 3.167 4.473 -0.140
C 2.041 3.969 0.440
C 1.816 2.610 0.635
P 0.333 -1.288 0.824
C -0.631 -1.841 2.269
C -0.284 -2.936 3.069
C -1.128 -3.270 4.119
C -2.274 -2.545 4.396
C -2.677 -1.521 3.593
C -1.847 -1.179 2.529
C 0.973 -2.903 0.169
C -0.059 -3.606 -0.337
C 0.168 -4.767 -1.040
C 1.460 -5.234 -1.145
C 2.525 -4.554 -0.564
C 2.319 -3.273 0.031
H 1.957 1.040 3.054
H 1.031 -0.277 3.707
H 0.215 0.923 2.672
H 4.245 -2.111 2.445
H 5.787 -2.080 4.296
H 6.849 0.052 5.118
H 6.110 2.184 3.938
H 4.598 2.175 2.228
H 4.853 1.536 -0.358
H 5.111 3.998 -0.960
H 3.280 5.508 -0.321
H 1.242 4.645 0.674
H 0.833 2.302 1.042
H 0.620 -3.485 2.846
H -0.864 -4.112 4.744
H -2.839 -2.884 5.266
H -3.640 -1.005 3.784
H -2.167 -0.458 1.812
H -1.077 -3.291 -0.168
H -0.658 -5.316 -1.504
H 1.687 -6.186 -1.601
H 3.499 -4.982 -0.614
H 3.176 -2.679 0.351
O 2.002 1.215 -2.952
C 0.879 1.503 -2.598
O 0.317 0.927 -1.633
C 0.149 2.633 -3.288
C 0.971 3.589 -3.873
C 0.484 4.661 -4.558
C -0.887 4.782 -4.705
C -1.724 3.832 -4.159
C -1.261 2.755 -3.386
S -2.510 1.722 -2.668
H 2.012 3.408 -3.802
H 1.210 5.355 -5.013
H -1.253 5.620 -5.296
H -2.797 3.959 -4.294
O -1.453 2.386 2.488
C -2.008 1.903 1.493
O -1.312 1.412 0.550
C -3.527 1.848 1.360
C -4.197 2.744 2.165
C -5.550 2.895 2.171
C -6.265 2.130 1.289
C -5.656 1.126 0.561
C -4.256 0.978 0.517
S -3.599 -0.326 -0.439
H -3.566 3.399 2.764
H -6.017 3.690 2.801
H -7.338 2.271 1.180
H -6.274 0.487 -0.053
C -4.770 -2.873 -4.012
C -3.491 -3.702 -3.824
C -2.310 -2.874 -3.431
N -2.336 -1.841 -2.678
N -1.150 -1.287 -2.392
C -0.131 -1.896 -2.962
N 1.152 -1.607 -2.693
S -0.682 -3.280 -3.867
H -5.577 -3.582 -4.235
H -4.646 -2.167 -4.841
H -5.005 -2.255 -3.138
H -3.298 -4.273 -4.771
H -3.673 -4.453 -3.011
H 1.355 -0.770 -2.154
H 1.834 -1.744 -3.467
*
```

Computed properties:
highest occupied orbital energy (spin up / spin down) = -4.618 / -4.828 eV
energy relative to the best compared isomer or geometry (same formula, charge and spin) = 0.290 eV
HOMO-LUMO gap (spin up / spin down) = 6.70 / 6.91 eV

Per-atom Löwdin charges, elementary charge units: atom 1 (Cr): 0.3572, atom 2 (C): -0.1164, atom 3 (N): -0.4899, atom 4 (P): 1.0196, atom 5 (C): -0.3297, atom 6 (C): -0.1040, atom 7 (C): -0.1034, atom 8 (C): -0.1013, atom 9 (C): -0.0989, atom 10 (C): -0.1036, atom 11 (C): -0.3819, atom 12 (C): -0.1387, atom 13 (C): -0.0746, atom 14 (C): -0.0956, atom 15 (C): -0.0833, atom 16 (C): -0.0480, atom 17 (P): 1.0505, atom 18 (C): -0.3456, atom 19 (C): -0.0777, atom 20 (C): -0.0978, atom 21 (C): -0.1127, atom 22 (C): -0.0598, atom 23 (C): -0.0823, atom 24 (C): -0.3806, atom 25 (C): -0.1679, atom 26 (C): -0.1187, atom 27 (C): -0.1068, atom 28 (C): -0.0741, atom 29 (C): -0.0766, atom 30 (H): 0.0706, atom 31 (H): 0.0773, atom 32 (H): 0.0463, atom 33 (H): 0.0954, atom 34 (H): 0.0880, atom 35 (H): 0.1086, atom 36 (H): 0.1066, atom 37 (H): 0.0933, atom 38 (H): 0.0936, atom 39 (H): 0.0932, atom 40 (H): 0.0838, atom 41 (H): 0.1040, atom 42 (H): 0.0943, atom 43 (H): 0.1047, atom 44 (H): 0.0941, atom 45 (H): 0.1023, atom 46 (H): 0.1253, atom 47 (H): 0.0238, atom 48 (H): 0.1129, atom 49 (H): 0.1039, atom 50 (H): 0.0951, atom 51 (H): 0.0850, atom 52 (H): 0.0468, atom 53 (O): 0.0391, atom 54 (C): -0.6296, atom 55 (O): -0.1890, atom 56 (C): -0.1192, atom 57 (C): -0.0534, atom 58 (C): -0.1141, atom 59 (C): -0.1127, atom 60 (C): -0.1468, atom 61 (C): -0.5525, atom 62 (S): 0.6688, atom 63 (H): 0.1006, atom 64 (H): 0.1020, atom 65 (H): 0.0956, atom 66 (H): 0.0909, atom 67 (O): 0.0201, atom 68 (C): -0.5946, atom 69 (O): -0.2084, atom 70 (C): -0.1387, atom 71 (C): -0.0578, atom 72 (C): -0.1147, atom 73 (C): -0.1169, atom 74 (C): -0.1240, atom 75 (C): -0.5756, atom 76 (S): 0.6238, atom 77 (H): 0.1165, atom 78 (H): 0.1109, atom 79 (H): 0.0972, atom 80 (H): 0.0896, atom 81 (C): -0.1019, atom 82 (C): -0.2471, atom 83 (C): -0.6022, atom 84 (N): -0.0163, atom 85 (N): -0.0966, atom 86 (C): -0.6441, atom 87 (N): 0.1481, atom 88 (S): 1.0966, atom 89 (H): 0.0699, atom 90 (H): 0.0791, atom 91 (H): 0.0699, atom 92 (H): 0.1122, atom 93 (H): 0.1214, atom 94 (H): 0.0600, atom 95 (H): 0.1373



Record 3
Below is C4H10N2 in the gas phase in a non-equilibrium geometry, with properties calculated with ωB97M-V/def2-TZVPD.

```
! wB97M-V def2-TZVPD RIJCOSX def2/J DEFGRID3
* xyz 0 1
H -1.590 3.182 2.072
N -0.852 2.742 1.546
C -0.855 1.512 1.297
N 0.032 0.968 0.367
C 0.349 -0.454 0.596
C -0.099 -1.334 -0.599
C 0.717 -0.962 -1.859
H -1.559 0.765 1.687
H 0.868 1.504 0.212
H -0.135 -0.772 1.534
H 1.416 -0.694 0.694
H 0.128 -2.366 -0.307
H -1.176 -1.268 -0.782
H 0.150 -0.627 -2.732
H 1.490 -0.266 -1.560
H 1.116 -1.932 -2.167
*
```

Computed properties:
highest occupied orbital energy = -9.129 eV
SMILES = [H]/N=C/NCCC
energy relative to the best compared isomer or geometry (same formula, charge and spin) = 0.917 eV
HOMO-LUMO gap = 10.24 eV

Per-atom Löwdin charges, elementary charge units: atom 1 (H): 0.0325, atom 2 (N): 0.0713, atom 3 (C): -0.3408, atom 4 (N): -0.0105, atom 5 (C): -0.2408, atom 6 (C): -0.2490, atom 7 (C): -0.1054, atom 8 (H): 0.1213, atom 9 (H): 0.1170, atom 10 (H): 0.1027, atom 11 (H): 0.1143, atom 12 (H): 0.0959, atom 13 (H): 0.1006, atom 14 (H): 0.0696, atom 15 (H): 0.0576, atom 16 (H): 0.0639



Record 4
Below is 2 unconnected molecules or ions with the total composition C4H4ClF in a non-equilibrium geometry, with properties calculated with ωB97M-V/def2-TZVPD.

```
! wB97M-V def2-TZVPD RIJCOSX def2/J DEFGRID3
* xyz 0 3
C 0.255 0.256 -1.993
C -0.127 -0.165 -0.924
C -1.224 0.383 0.993
C -0.608 -0.557 0.300
F -1.628 1.586 0.651
Cl 2.538 -0.248 0.551
H 0.524 0.762 -2.857
H 2.492 0.937 1.125
H -1.382 0.228 2.131
H -0.384 -1.536 0.927
*
```

Computed properties:
highest occupied orbital energy (spin up / spin down) = -5.391 / -10.514 eV
energy relative to the best compared isomer or geometry (same formula, charge and spin) = 1.605 eV
HOMO-LUMO gap (spin up / spin down) = 6.12 / 8.13 eV

Per-atom Löwdin charges, elementary charge units: atom 1 (C): 0.1442, atom 2 (C): -0.2141, atom 3 (C): -0.2532, atom 4 (C): -0.1976, atom 5 (F): 0.0558, atom 6 (Cl): 0.3304, atom 7 (H): 0.0218, atom 8 (H): -0.1817, atom 9 (H): 0.1338, atom 10 (H): 0.1606



Record 5
Below is C4H8N2 in the gas phase in a non-equilibrium geometry, with properties calculated with ωB97M-V/def2-TZVPD.

```
! wB97M-V def2-TZVPD RIJCOSX def2/J DEFGRID3
* xyz 0 1
H 2.732 0.643 0.027
N 2.393 -0.312 0.028
C 1.152 -0.233 0.026
C 0.321 1.029 0.031
C -1.113 0.582 -0.113
C -1.100 -0.947 0.123
N 0.285 -1.240 -0.176
H 0.382 1.752 0.912
H 0.664 1.628 -0.900
H -1.451 0.878 -1.146
H -1.805 1.011 0.675
H -1.772 -1.445 -0.525
H -1.329 -1.132 1.173
H 0.640 -2.215 -0.137
*
```

Computed properties:
highest occupied orbital energy = -8.867 eV
SMILES = [H]/N=C1\CCCN1
energy relative to the best compared isomer or geometry (same formula, charge and spin) = 0.347 eV
HOMO-LUMO gap = 9.84 eV

Per-atom Löwdin charges, elementary charge units: atom 1 (H): 0.0381, atom 2 (N): 0.1112, atom 3 (C): -0.5351, atom 4 (C): -0.1466, atom 5 (C): -0.1930, atom 6 (C): -0.1810, atom 7 (N): 0.0267, atom 8 (H): 0.1322, atom 9 (H): 0.1406, atom 10 (H): 0.1198, atom 11 (H): 0.1190, atom 12 (H): 0.0970, atom 13 (H): 0.1105, atom 14 (H): 0.1605



Record 6
Below is a molecular structure, C18H19BiCl2N3S5, with properties calculated with ωB97M-V/def2-TZVPD.

```
! wB97M-V def2-TZVPD RIJCOSX def2/J DEFGRID3
* xyz -1 1
Bi 0.000 -0.492 -0.704
S -0.735 -1.137 1.632
C -2.080 -2.185 1.131
C -3.218 -2.193 1.940
C -4.307 -3.000 1.653
C -4.275 -3.812 0.528
C -3.157 -3.807 -0.292
C -2.041 -3.007 -0.017
S -0.639 -3.072 -1.094
H -3.236 -1.549 2.812
H -5.180 -2.980 2.294
H -5.122 -4.442 0.281
H -3.126 -4.435 -1.175
S 2.523 -1.038 -0.909
C 2.880 -1.961 0.568
C 3.469 -1.298 1.646
C 3.792 -1.989 2.807
C 3.523 -3.347 2.910
C 2.923 -4.009 1.845
C 2.604 -3.324 0.679
H 3.657 -0.234 1.568
H 4.244 -1.460 3.637
H 3.771 -3.885 3.817
H 2.694 -5.065 1.922
H 2.121 -3.835 -0.142
Cl 3.360 1.290 -5.799
C 2.746 0.313 -4.446
Cl 1.536 1.161 -3.486
H 3.576 0.070 -3.795
H 2.288 -0.578 -4.853
S 2.362 3.727 1.121
C 1.454 2.395 0.796
N 0.835 1.431 0.564
C -2.590 2.928 0.595
N -1.773 3.593 -0.392
C -0.966 4.759 -0.043
C -0.051 4.932 -1.266
N -0.581 3.931 -2.189
C -1.497 3.116 -1.616
S -2.156 1.747 -2.333
H -1.964 2.424 1.336
H -3.210 2.188 0.096
H -3.229 3.659 1.098
H -0.387 4.563 0.859
H -1.610 5.626 0.128
H 0.988 4.725 -1.005
H -0.123 5.931 -1.693
H -0.095 3.625 -3.013
*
```

Computed properties:
highest occupied orbital energy = -4.581 eV
HOMO-LUMO gap = 7.03 eV

Per-atom Löwdin charges, elementary charge units: atom 1 (Bi): 0.9428, atom 2 (S): 0.4696, atom 3 (C): -0.7054, atom 4 (C): -0.1502, atom 5 (C): -0.1201, atom 6 (C): -0.1181, atom 7 (C): -0.1446, atom 8 (C): -0.7274, atom 9 (S): 0.4056, atom 10 (H): 0.0884, atom 11 (H): 0.0904, atom 12 (H): 0.0908, atom 13 (H): 0.0879, atom 14 (S): 0.4030, atom 15 (C): -0.6903, atom 16 (C): -0.1263, atom 17 (C): -0.0993, atom 18 (C): -0.1111, atom 19 (C): -0.0959, atom 20 (C): -0.1356, atom 21 (H): 0.0961, atom 22 (H): 0.0961, atom 23 (H): 0.0913, atom 24 (H): 0.0969, atom 25 (H): 0.0693, atom 26 (Cl): 0.4849, atom 27 (C): -1.0144, atom 28 (Cl): 0.4902, atom 29 (H): 0.0116, atom 30 (H): 0.0282, atom 31 (S): 0.4598, atom 32 (C): -0.9546, atom 33 (N): -0.1438, atom 34 (C): -0.0591, atom 35 (N): -0.1626, atom 36 (C): -0.1256, atom 37 (C): -0.1444, atom 38 (N): 0.0179, atom 39 (C): -0.8720, atom 40 (S): 0.5054, atom 41 (H): 0.0857, atom 42 (H): 0.0498, atom 43 (H): 0.0852, atom 44 (H): 0.0794, atom 45 (H): 0.1165, atom 46 (H): 0.0534, atom 47 (H): 0.1074, atom 48 (H): 0.0973